Formula: C72H152N8O8
Source: the Open Molecules 2025 dataset
Level of theory: ωB97M-V/def2-TZVPD

```
240
Properties=species:S:1:pos:R:3:forces:R:3
C 2.784769 -3.189624 3.310529 -0.195 -0.146 0.732
C 3.690941 -3.040796 4.523658 0.339 1.080 0.015
C 2.968236 -3.633801 5.737847 -0.093 0.063 0.805
C 3.825521 -3.918265 6.968525 0.794 -0.770 -0.293
C 5.051535 -4.724977 6.530753 -0.131 0.335 0.036
C 5.838042 -4.108735 5.361405 0.624 -0.167 -0.865
N 4.951154 -3.752597 4.228042 -0.521 -1.253 0.962
O 5.689946 -3.169584 3.177232 -0.439 0.343 0.575
C 6.649590 -2.924117 5.902259 -0.624 0.175 0.504
C 6.860697 -5.173299 4.840772 -0.190 0.641 0.619
C 3.902300 -1.516804 4.754976 -0.525 0.075 0.638
H 3.166559 -2.511363 2.550997 -0.317 -0.414 -0.506
H 1.771154 -2.922913 3.624676 0.020 0.384 -0.228
H 2.722747 -4.249188 3.061196 0.315 0.135 -0.554
H 2.215365 -2.938341 6.121495 -0.215 0.169 -0.679
H 2.425066 -4.528618 5.424453 0.177 -0.164 0.067
H 3.288447 -4.550320 7.678833 -0.253 0.174 -0.018
H 4.117705 -3.028953 7.530636 -0.063 0.213 -0.279
H 4.700619 -5.738028 6.321703 0.184 -0.014 -0.385
H 5.785278 -4.807537 7.336479 -0.134 -0.128 0.127
H 7.299397 -3.313183 6.686816 0.272 0.152 -0.147
H 7.233314 -2.406220 5.142455 0.123 -0.150 -0.004
H 5.988764 -2.199494 6.384697 0.092 0.086 -0.039
H 6.633149 -5.519751 3.837473 -0.227 -0.175 0.120
H 7.864646 -4.748530 4.823338 0.033 -0.048 -0.074
H 6.852558 -5.966526 5.588080 0.208 -0.360 -0.365
H 4.738104 -1.090202 4.200858 -0.090 0.101 -0.022
H 4.007094 -1.257442 5.811558 0.418 -0.199 0.011
H 2.997412 -0.966633 4.483814 0.067 -0.074 -0.371
H 5.866488 -2.270904 3.503423 0.312 -0.045 -0.404
C -3.299371 -1.690598 -6.910974 -1.240 0.659 0.041
C -3.455220 -0.601304 -5.802406 1.115 -0.845 -1.081
C -2.173706 0.235251 -5.991984 -0.117 1.093 1.189
C -2.275304 1.559384 -5.231702 0.078 0.982 -0.908
C -3.471716 2.341663 -5.771542 -0.192 -0.341 1.145
C -4.811221 1.597536 -5.613661 1.616 -0.832 -0.234
N -4.592219 0.231338 -6.164454 0.073 1.117 -1.070
O -5.799107 -0.499839 -6.211554 -0.138 -0.280 0.535
C -5.252585 1.527536 -4.151839 -0.625 0.741 -0.107
C -5.789013 2.344789 -6.480952 -2.055 -0.266 0.060
C -3.494242 -1.314338 -4.459994 0.196 0.755 0.652
H -2.327879 -2.178689 -6.855698 -0.113 -0.032 0.166
H -3.371044 -1.213274 -7.890849 0.125 0.071 0.017
H -4.166521 -2.350994 -6.851258 0.356 -0.474 0.053
H -1.252478 -0.210121 -5.609221 -0.339 -0.724 -0.287
H -2.084506 0.402420 -7.064920 0.234 0.268 0.008
H -1.419675 2.221176 -5.422409 0.277 -0.358 -0.231
H -2.245594 1.472914 -4.144344 -0.573 -0.506 -0.030
H -3.289860 2.560983 -6.823955 -0.078 0.069 -0.028
H -3.602208 3.262831 -5.198936 0.193 0.201 -0.265
H -6.326912 1.333583 -4.166501 0.084 -0.423 0.365
H -4.704257 0.792618 -3.571429 -0.103 -0.136 -0.085
H -5.138388 2.484730 -3.635264 0.114 0.092 -0.162
H -6.807158 1.962064 -6.320279 0.069 0.010 0.246
H -5.857338 3.398627 -6.207884 0.307 0.037 -0.062
H -5.700180 2.235622 -7.562529 0.826 0.090 0.052
H -4.516389 -1.541305 -4.158620 0.060 -0.532 -0.210
H -3.104491 -0.673379 -3.660757 0.057 0.043 -0.042
H -2.818511 -2.168745 -4.507959 -0.360 -0.306 0.185
H -6.113146 -0.394174 -7.115530 0.115 -0.039 -0.025
C -4.425542 8.308664 4.679451 0.606 1.484 0.118
C -4.243025 7.048476 5.525327 -0.141 0.102 -0.573
C -5.408998 6.130829 5.037891 0.484 -0.379 0.972
C -5.122576 4.712896 5.482627 0.345 0.231 0.201
C -3.785026 4.218813 4.915660 -1.221 -0.037 0.658
C -2.585098 5.046037 5.334106 0.378 0.893 -0.351
N -2.944328 6.457310 5.161353 -0.947 -0.036 -1.501
O -1.877781 7.386037 5.305572 -0.082 -0.745 0.149
C -2.095790 4.725324 6.736441 -0.178 -1.024 0.300
C -1.477025 4.706190 4.316043 0.757 -0.283 0.974
C -4.264111 7.341353 7.024030 -0.581 0.405 0.504
H -3.697685 9.096312 4.906826 0.325 -0.383 0.020
H -5.349046 8.880537 4.809079 -0.416 -0.720 0.239
H -4.329742 8.083739 3.617217 0.019 -0.158 0.022
H -6.320870 6.440710 5.554584 -0.016 0.333 -0.218
H -5.567154 6.203853 3.961748 0.188 0.101 -0.032
H -5.932456 4.021207 5.243485 0.026 0.013 -0.040
H -5.072161 4.813473 6.572049 0.049 -0.616 0.062
H -3.865196 4.243591 3.826561 0.094 -0.250 -0.053
H -3.656517 3.200178 5.290405 0.306 -0.039 -0.478
H -1.704808 3.700870 6.739321 0.270 0.211 0.028
H -1.325526 5.405193 7.096314 -0.004 0.098 -0.173
H -2.904875 4.687662 7.468060 -0.100 0.277 -0.029
H -1.581816 5.206946 3.356856 -0.150 0.044 0.030
H -0.506636 4.927427 4.772099 0.049 0.347 -0.300
H -1.428444 3.624856 4.163582 -0.265 0.058 -0.172
H -5.187220 7.840594 7.336030 -0.014 0.073 -0.157
H -3.439416 7.995436 7.311093 0.060 0.033 -0.238
H -4.179619 6.465211 7.665648 0.023 -0.218 -0.263
H -1.555484 7.413333 4.396918 0.184 0.327 0.153
C -1.823120 6.480752 -2.625379 -0.023 0.407 -0.090
C -0.941728 5.435427 -1.931072 -0.147 0.161 -0.279
C -0.434256 5.877039 -0.559620 -0.234 -0.114 0.478
C -1.497302 5.836904 0.506574 -0.981 0.361 -0.290
C -1.977106 4.390339 0.658534 -0.296 1.330 -0.811
C -2.528894 3.829965 -0.687455 -0.082 -0.298 0.470
N -1.568795 4.113346 -1.774853 0.595 -0.623 1.170
O -2.091277 3.593784 -2.983770 0.227 0.433 -0.102
C -2.596645 2.311228 -0.494782 0.301 0.282 0.193
C -3.925785 4.393526 -0.983982 -0.195 -0.448 -0.088
C 0.296710 5.249786 -2.807145 -0.328 -0.553 -0.300
H -2.397742 6.033163 -3.436439 0.059 -0.104 0.017
H -1.159243 7.225966 -3.067696 -0.111 0.088 -0.053
H -2.519666 7.035614 -1.993986 0.043 -0.233 0.213
H 0.311069 5.148616 -0.221660 0.451 0.327 -0.281
H -0.033588 6.890433 -0.622405 0.343 -0.163 -0.187
H -2.320825 6.495183 0.198050 -0.122 -0.166 0.048
H -1.165170 6.285103 1.445556 0.263 -0.298 0.049
H -2.811270 4.390314 1.360758 0.188 -0.476 0.254
H -1.107023 3.831419 1.001023 -0.282 -0.387 0.106
H -1.610417 1.977883 -0.161906 0.040 -0.259 -0.357
H -3.269123 2.063729 0.328848 -0.267 0.042 -0.165
H -2.903193 1.817323 -1.415945 -0.039 -0.153 0.088
H -4.669288 4.108720 -0.233182 0.411 0.503 0.581
H -3.826891 5.466869 -1.126257 -0.565 0.039 0.049
H -4.410531 3.920943 -1.842544 0.637 0.250 -0.494
H -0.006833 4.847578 -3.777361 0.102 0.128 -0.088
H 0.965533 4.522189 -2.343557 0.187 0.163 -0.025
H 0.794548 6.202345 -2.975555 0.157 -0.055 0.092
H -1.352581 3.061033 -3.300735 -0.175 -0.128 -0.110
C -1.280003 -7.125227 -4.913269 0.381 -0.397 -0.098
C -1.503969 -5.742142 -4.288042 0.031 -0.199 0.691
C -0.818257 -5.715395 -2.925447 1.071 0.695 1.912
C 0.664812 -5.314287 -2.872856 0.415 -0.746 -2.130
C 0.867196 -4.034019 -3.661290 -0.653 0.162 0.489
C 0.283138 -4.046665 -5.094611 0.596 -0.502 -0.362
N -1.073350 -4.585994 -5.064769 -0.319 0.795 0.059
O -1.596154 -4.643302 -6.398643 0.104 0.046 0.551
C 0.247585 -2.580158 -5.537428 -0.786 1.064 0.412
C 1.189685 -4.846126 -6.065454 0.053 -0.557 1.029
C -2.993179 -5.548386 -3.984822 -0.496 0.251 -0.341
H -1.561317 -7.908200 -4.204632 -0.575 0.166 -0.047
H -0.232504 -7.394779 -5.076760 0.098 0.555 -0.255
H -1.824282 -7.244108 -5.848883 -0.004 -0.027 0.024
H -1.307040 -5.018734 -2.232004 -0.263 0.316 -0.440
H -0.907123 -6.637453 -2.344599 -0.258 -0.389 -0.630
H 1.271132 -6.038343 -3.434870 -0.048 -0.473 0.551
H 1.061784 -5.217956 -1.864551 -0.149 -0.103 0.068
H 1.918200 -3.754591 -3.760015 0.013 -0.002 0.210
H 0.355073 -3.314835 -3.012465 0.031 0.645 -0.680
H 0.180404 -2.303485 -6.591611 0.242 -0.712 -0.212
H -0.638203 -2.091016 -5.109703 0.062 -0.322 0.202
H 1.070715 -2.000942 -5.110109 0.297 -0.261 -0.119
H 2.184624 -4.398010 -6.074477 -0.050 0.157 -0.522
H 1.347160 -5.866479 -5.700140 -0.045 0.055 0.183
H 0.716905 -4.987947 -7.033375 0.198 0.525 -0.172
H -3.212973 -4.647203 -3.407163 0.533 -0.031 0.250
H -3.359061 -6.405180 -3.417832 -0.225 -0.036 -0.202
H -3.578121 -5.364488 -4.889834 0.045 -0.652 -0.132
H -2.134193 -3.841647 -6.410889 -0.145 -0.284 -0.251
C 7.143428 -2.294680 -4.359336 0.898 0.121 -0.906
C 5.916338 -3.111074 -4.747365 -1.380 -0.130 0.787
C 4.678304 -2.206770 -4.930166 1.277 2.211 -1.264
C 4.748448 -1.469580 -6.266623 -0.411 -0.286 -1.327
C 4.809395 -2.465555 -7.442950 -0.203 0.855 0.604
C 5.996752 -3.438307 -7.334082 -0.481 0.762 -0.899
N 6.054749 -3.923659 -5.963284 -0.900 -0.812 0.261
O 7.051120 -4.913902 -5.803772 0.419 0.168 0.024
C 5.732122 -4.573871 -8.332659 0.054 -0.621 0.400
C 7.273022 -2.747005 -7.805231 0.575 -0.229 0.108
C 5.528568 -4.035448 -3.572770 0.221 -0.358 -0.140
H 7.974979 -2.922428 -4.031639 -0.293 -0.212 0.310
H 6.953931 -1.519741 -3.618663 -0.147 -0.133 0.106
H 7.577655 -1.826004 -5.246478 -0.288 0.326 0.084
H 3.670544 -2.620673 -4.905280 0.294 -0.731 0.311
H 4.718084 -1.347470 -4.253067 -0.048 -0.613 0.797
H 5.552389 -0.763899 -6.498804 0.429 -0.110 1.069
H 3.865256 -0.823682 -6.320800 -0.160 -0.219 -0.310
H 4.974349 -1.845779 -8.326709 -0.250 -0.371 -0.329
H 3.850055 -2.983196 -7.512347 0.105 -0.236 -0.147
H 4.889285 -5.184798 -7.999709 0.066 -0.052 0.039
H 5.496460 -4.222477 -9.337449 -0.039 0.412 0.140
H 6.615710 -5.205076 -8.448172 -0.059 -0.100 0.175
H 8.083946 -3.457630 -7.621870 0.228 0.380 0.288
H 7.315595 -2.568224 -8.881048 -0.427 0.036 -0.027
H 7.426572 -1.792374 -7.302707 0.252 -0.105 0.030
H 6.410669 -4.462803 -3.094724 -0.078 -0.207 -0.066
H 4.869302 -4.822721 -3.946858 0.109 -0.101 0.029
H 4.957424 -3.518262 -2.800423 0.154 0.299 -0.055
H 6.565043 -5.720236 -5.596585 -0.032 0.069 -0.065
C -3.760698 1.194746 7.286206 -0.326 0.996 -0.284
C -2.731711 0.275091 7.960274 -0.462 0.756 0.165
C -3.203752 -1.174305 7.852380 0.002 -0.700 -1.709
C -3.084387 -1.775772 6.455308 0.286 -0.159 -1.222
C -1.652299 -1.598043 5.913720 -1.232 -0.237 1.349
C -1.120505 -0.163403 6.052396 1.316 -0.555 -0.897
N -1.409133 0.453499 7.341461 -0.251 -2.967 0.861
O -0.777684 1.659567 7.578870 -0.172 0.804 -0.414
C 0.409674 -0.377467 5.927117 0.122 1.106 0.227
C -1.611660 0.661504 4.865363 0.137 0.005 -0.476
C -2.668820 0.567116 9.465192 0.413 0.065 -0.061
H -4.103865 0.839290 6.313617 -0.088 -0.336 0.137
H -3.355568 2.185675 7.051023 0.407 -0.221 0.293
H -4.632209 1.443022 7.897552 -0.065 -0.485 0.112
H -2.611848 -1.885004 8.432930 -0.194 0.460 0.765
H -4.278145 -1.219255 8.037089 0.153 0.043 0.867
H -3.841184 -1.428275 5.742775 0.110 0.488 0.129
H -3.291375 -2.850237 6.480682 0.018 0.000 0.287
H -1.558696 -1.951308 4.887313 0.011 0.264 -0.120
H -1.057062 -2.285929 6.523830 0.317 0.208 0.007
H 0.855781 -0.698393 6.871278 -0.173 0.078 0.128
H 0.692522 -1.138968 5.200800 -0.282 0.129 -0.295
H 0.844437 0.586427 5.643373 0.372 -0.191 -0.002
H -1.370456 1.719997 4.985411 -0.373 -0.023 0.247
H -1.116817 0.387456 3.927730 0.037 -0.312 0.167
H -2.671603 0.465248 4.705162 -0.110 0.466 0.026
H -2.299462 1.574007 9.660434 0.003 -0.027 0.055
H -2.017906 -0.172779 9.935169 0.218 0.171 0.023
H -3.637728 0.449839 9.950670 -0.150 0.087 -0.264
H -0.025818 1.464936 8.150662 -0.094 -0.142 0.006
C 2.448538 0.088627 -1.834515 0.345 -1.282 0.226
C 1.001202 0.282352 -1.377304 -0.434 -0.150 0.130
C 0.255013 -1.023854 -1.002909 1.672 -0.665 1.076
C 0.699819 -1.599789 0.355727 0.311 0.037 -0.044
C 0.636955 -0.612551 1.483577 -2.456 1.000 0.541
C 1.197305 0.760264 1.164528 2.751 0.519 0.995
N 0.944408 1.165231 -0.198566 -1.968 -0.013 -0.880
O 1.420994 2.475166 -0.494531 -0.043 -0.467 -0.063
C 0.746303 1.863012 2.152224 -1.546 -0.857 -0.502
C 2.718494 0.621966 1.472214 1.482 0.752 -0.606
C 0.179286 0.813263 -2.573055 0.811 0.392 0.322
H 2.566083 -0.806191 -2.457184 -0.274 0.124 -0.262
H 3.072575 -0.144874 -0.971288 0.120 0.333 -0.032
H 2.871201 0.925552 -2.386640 -0.163 0.201 0.190
H -0.831072 -0.954136 -0.995948 -0.005 0.389 -0.310
H 0.608845 -1.779916 -1.704402 -0.562 0.098 -0.415
H 1.733385 -1.951240 0.269872 -0.110 -0.300 -0.060
H 0.034006 -2.420128 0.631337 0.317 -0.312 -0.197
H 1.002248 -0.984601 2.443122 0.659 0.000 -0.256
H -0.423507 -0.455475 1.753742 -0.140 -0.031 -0.403
H 0.632324 1.375167 3.122115 0.577 0.368 0.225
H 1.355402 2.761116 2.143467 0.305 -0.207 0.151
H -0.278519 2.174041 1.919037 0.030 -0.019 -0.173
H 3.288929 1.399035 0.945375 -0.242 0.020 -0.178
H 3.032256 0.806269 2.503511 -0.628 -0.272 0.235
H 3.201826 -0.310495 1.166917 -0.363 -0.184 -0.001
H 0.593749 1.773971 -2.897564 -0.430 0.248 0.119
H -0.874079 0.823314 -2.300152 -0.046 0.383 -0.233
H 0.344735 0.171253 -3.440867 -0.158 -0.311 0.159
H 0.659111 2.828563 -0.983470 0.069 0.330 0.270
```
Positions in Å, forces in eV/Å.

Summary:
ΔE to the lowest compared entry with this formula, charge and spin: 2.4887 eV
SMILES: CC1(C)CCCC(C)(C)N1O.CC1(C)CCCC(C)(C)N1O.CC1(C)CCCC(C)(C)N1O.CC1(C)CCCC(C)(C)N1O.CC1(C)CCCC(C)(C)N1O.CC1(C)CCCC(C)(C)N1O.CC1(C)CCCC(C)(C)N1O.CC1(C)CCCC(C)(C)N1O
Energy: -3874.10763 hartree